# 1
16
Properties=species:S:1:pos:R:3:forces:R:3:mulliken_charge:R:1 method="wB97M-V/def2-TZVPD" homo_ev="-13.24 / -13.23" charge=+1 mol_weight_g_mol=97.141 gap_ev="7.4 / 7.4" relative_energy_ev=8.6305 multiplicity=1
H -2.853 -1.277 0.835 -0.2 -0.2 0.1 0.306
C 3.126 -0.347 -0.148 2.6 0.0 -2.9 -0.339
C 2.370 0.808 0.326 1.4 3.0 -3.2 -0.333
C -3.409 -0.574 0.220 -2.1 -0.6 1.0 -0.705
C 0.676 -0.873 -0.766 1.3 -0.4 -0.1 -0.468
H -4.277 -0.143 0.790 0.5 -1.1 -0.5 0.278
N -2.614 0.543 -0.023 2.5 0.8 -0.2 -0.234
C -1.405 0.644 -0.194 -1.4 -0.6 -0.4 0.059
H 3.409 -1.022 0.589 0.2 -1.4 1.2 0.281
H 2.131 0.754 1.298 -0.9 0.1 3.5 0.323
H 3.836 -0.409 -1.074 -1.6 0.7 1.7 0.264
H -0.871 1.507 -0.077 1.2 2.7 0.1 0.392
H -3.758 -1.080 -0.676 -0.1 0.1 -0.2 0.316
H -0.572 -0.144 -0.575 -0.1 -0.7 0.3 0.484
H 2.492 1.864 -0.112 -0.4 -2.0 0.4 0.253
N 1.717 -0.251 -0.413 -2.9 -0.5 -0.6 0.124

# 2
16
Properties=species:S:1:pos:R:3:forces:R:3:mulliken_charge:R:1 method="wB97M-V/def2-TZVPD" homo_ev=-13.92 charge=+1 mol_weight_g_mol=97.141 gap_ev=10.3 relative_energy_ev=2.0456 multiplicity=1 smiles=CCc1c[nH]c[nH+]1
H 1.776 -0.764 -1.484 -0.9 -1.8 0.9 0.309
C 0.905 -1.483 -1.669 0.9 -0.3 -2.9 -1.004
C -1.144 0.740 -0.118 -0.6 -1.2 -1.3 -0.387
H 0.669 -1.015 -2.653 -1.1 0.0 0.7 0.340
N -0.583 1.797 0.528 2.4 -1.9 2.2 -0.038
H -0.955 2.736 0.587 0.2 -0.1 0.1 0.244
H -1.266 -1.756 -1.076 0.6 -0.4 -0.7 0.335
H -0.183 -2.405 0.114 0.7 -0.2 -0.8 0.332
H 1.373 -0.557 1.476 -0.3 -0.3 -0.5 0.288
H 1.116 -2.481 -2.088 1.1 0.3 0.7 0.334
N 0.599 -0.047 1.055 0.1 3.2 -1.1 -0.005
C -0.236 -1.661 -0.701 -1.3 2.2 2.0 -0.484
C -0.310 -0.334 0.031 -0.9 -1.5 0.9 0.209
H -2.139 0.701 -0.632 1.4 0.5 0.3 0.355
C 0.517 1.281 1.246 -1.3 3.5 1.0 -0.177
H 1.102 2.030 1.942 -1.0 -2.2 -1.5 0.349

# 3
16
Properties=species:S:1:pos:R:3:forces:R:3:mulliken_charge:R:1 method="wB97M-V/def2-TZVPD" homo_ev=-15.86 charge=+1 mol_weight_g_mol=97.141 gap_ev=11.8 relative_energy_ev=5.7914 multiplicity=1
H -0.110 -2.397 1.170 1.0 -1.8 2.4 0.385
N 0.201 0.612 -0.031 5.1 0.2 0.9 0.044
C -0.845 1.430 0.240 -3.0 4.5 -0.2 -0.875
H -0.959 -2.553 -0.427 0.1 -0.5 -0.2 0.345
H -1.754 1.053 -0.079 -1.8 -1.5 -1.0 0.427
H -1.119 1.719 1.252 1.1 -0.3 0.4 0.387
N 1.863 -0.613 0.514 -0.8 -0.1 -0.1 -0.451
C -0.584 -1.968 0.387 0.9 5.5 -3.0 -1.010
H -0.816 2.380 -0.390 0.5 -1.0 0.9 0.347
H 1.304 0.367 -1.999 -0.1 -0.2 0.8 0.260
H -0.436 0.026 -1.860 -1.9 -0.4 -1.2 0.342
H -1.319 -1.198 0.688 -0.3 -1.1 0.3 0.288
C 0.540 -0.835 -0.145 -1.1 -2.5 -0.4 0.790
C 0.469 0.034 -1.365 1.3 -0.5 0.5 -0.584
C 1.576 0.606 0.685 -1.2 -1.0 0.0 -0.105
H 1.988 1.336 1.359 0.2 0.7 -0.3 0.410

# 4
16
Properties=species:S:1:pos:R:3:forces:R:3:mulliken_charge:R:1 method="wB97M-V/def2-TZVPD" homo_ev=-13.82 charge=+1 mol_weight_g_mol=97.141 gap_ev=9.4 relative_energy_ev=5.4831 multiplicity=1 smiles=CC#[N+][C@H]1CN1C
H 2.308 1.696 -0.455 -0.2 0.7 0.1 0.350
N -0.964 0.649 0.817 -2.5 -1.2 -2.0 0.008
C -2.964 0.180 -0.614 -2.0 -2.2 -4.0 -0.955
C 0.457 0.323 0.932 -0.7 2.6 0.1 0.088
H 2.510 0.530 -1.837 -0.9 0.2 2.4 0.259
H -3.411 0.918 -1.247 0.5 1.5 0.1 0.351
N 1.007 0.074 -0.312 -0.8 -1.2 -0.4 -0.229
C 2.263 0.650 -0.683 0.8 -0.3 -2.8 -0.876
H 0.946 1.111 1.509 0.0 -0.9 0.8 0.514
C 0.731 -1.057 0.659 0.1 -2.3 -2.3 -0.567
H -0.082 -1.711 0.081 1.7 1.2 2.2 0.173
H 3.041 0.172 -0.169 1.4 -0.6 0.7 0.374
C -1.878 0.337 0.147 3.6 3.1 4.5 0.578
H -3.817 -0.374 -0.299 -0.3 -0.8 1.1 0.347
H -2.462 -0.453 -1.403 -0.6 -0.1 0.1 0.288
H 1.500 -1.584 1.245 -0.2 0.3 -0.6 0.297

# 5
16
Properties=species:S:1:pos:R:3:forces:R:3:mulliken_charge:R:1 method="wB97M-V/def2-TZVPD" homo_ev=-15.08 charge=+1 mol_weight_g_mol=97.141 gap_ev=10.0 relative_energy_ev=4.6441 multiplicity=1
C 0.130 0.199 0.189 1.2 -3.1 -0.4 0.392
N -1.110 -0.645 0.234 -0.5 -0.3 0.5 -0.035
H 1.565 -1.171 1.130 -0.4 0.4 -1.3 0.318
H -4.279 0.357 0.563 2.6 0.0 -1.2 0.276
H 1.371 -1.574 -0.626 -0.3 1.1 0.4 0.358
N -0.047 1.407 0.171 -3.4 -1.2 0.4 -0.533
H -3.915 0.224 -1.195 0.2 -0.3 -0.8 0.290
C -2.234 -0.182 -0.067 0.6 -0.2 0.8 0.739
C -3.425 0.168 -0.246 -4.1 0.8 1.3 -0.846
H 2.651 1.094 0.478 -0.2 0.8 0.4 0.450
H -1.171 -1.576 0.698 0.8 0.5 -0.9 0.351
H 3.400 -0.258 -0.273 1.7 -0.9 0.9 0.421
H 0.710 1.972 0.256 2.9 2.0 -0.3 0.250
C 1.406 -0.710 0.088 -1.0 0.5 2.7 -0.284
C 2.501 0.276 -0.177 0.5 -2.0 -1.4 -1.555
H 2.449 0.419 -1.223 -0.5 1.8 -1.2 0.408

# 6
16
Properties=species:S:1:pos:R:3:forces:R:3:mulliken_charge:R:1 method="wB97M-V/def2-TZVPD" homo_ev=-13.97 charge=+1 mol_weight_g_mol=97.141 gap_ev=9.7 relative_energy_ev=4.8119 multiplicity=1 smiles="[H]/N=C/C=C=[N+](C)C"
H -0.196 0.271 -2.948 -0.7 -0.8 0.3 0.380
H -1.794 -0.177 1.177 -3.0 3.1 -0.3 0.411
C 1.273 -1.164 1.639 1.0 -0.2 -4.7 -0.758
H 1.030 -2.225 1.498 0.7 0.0 0.7 0.383
N 0.083 2.228 -3.142 -0.7 2.1 0.3 -0.479
H -1.579 -1.833 1.132 0.3 0.0 0.3 0.334
H 1.297 -0.817 2.642 0.1 0.4 0.7 0.303
H -0.032 2.237 -0.486 0.1 -0.9 -0.1 0.334
H -0.935 -1.009 2.661 -1.2 0.6 -2.0 0.274
N 0.108 -0.591 0.887 -0.7 0.7 1.3 -0.046
H -0.111 2.169 -4.159 0.6 -0.5 0.9 0.302
H 2.158 -0.898 0.924 -1.1 -0.6 2.0 0.327
C 0.063 0.276 -0.008 1.0 -0.4 -0.6 0.680
C -0.137 1.225 -2.449 0.8 -2.1 0.3 -0.144
C -0.036 1.194 -0.896 0.1 2.4 -1.4 -0.476
C -1.194 -0.886 1.529 2.8 -3.9 2.4 -0.827

# 7
16
Properties=species:S:1:pos:R:3:forces:R:3:mulliken_charge:R:1 method="wB97M-V/def2-TZVPD" homo_ev=-14.65 charge=+1 mol_weight_g_mol=97.141 gap_ev=9.5 relative_energy_ev=1.6768 multiplicity=1 smiles="CC1=[NH+]C=NCC1"
C 0.064 -1.614 -1.099 0.2 -0.2 -0.3 -0.146
C -0.477 0.082 0.499 0.4 -0.2 -0.3 0.782
N 1.018 -1.006 -1.612 0.2 -0.8 -0.5 -0.333
H -1.593 1.802 0.966 0.1 0.0 -0.1 0.351
H -0.240 -2.588 -1.447 -0.2 -0.2 0.0 0.398
N -0.771 -1.047 -0.076 -0.3 0.6 0.3 -0.087
H 1.118 1.005 -1.892 0.0 0.0 0.1 0.341
H 1.541 0.063 1.001 -0.1 0.1 0.0 0.319
H 2.531 0.275 -1.152 -0.1 0.1 0.1 0.319
H -1.679 -1.479 0.073 0.0 0.1 0.0 0.301
C 0.905 0.594 0.277 0.4 0.0 -0.4 -0.643
H -1.016 0.919 2.347 0.1 0.0 0.0 0.345
H 0.983 1.659 0.498 -0.1 -0.1 0.1 0.399
C -1.434 0.791 1.347 -0.4 0.0 0.4 -1.241
C 1.439 0.267 -1.149 -0.2 0.7 0.6 -0.487
H -2.390 0.278 1.419 0.0 0.0 0.0 0.382

# 8
16
Properties=species:S:1:pos:R:3:forces:R:3:mulliken_charge:R:1 method="wB97M-V/def2-TZVPD" homo_ev=-15.31 charge=+1 mol_weight_g_mol=97.141 gap_ev=9.3 relative_energy_ev=3.5832 multiplicity=1
H -1.714 -1.555 -0.834 0.2 0.1 0.1 0.324
H 3.657 -0.614 -0.129 0.0 0.0 0.0 0.320
H -2.403 0.998 0.775 0.0 0.0 0.1 0.373
C -2.595 0.277 -0.017 0.1 0.1 -0.1 -1.259
N 0.434 0.708 0.029 -0.9 0.5 0.0 -0.220
C -0.206 -0.461 0.014 1.1 0.6 0.0 0.446
H 3.203 0.980 -0.824 -0.1 0.0 -0.1 0.351
H 0.165 1.681 0.058 0.0 0.0 0.0 0.226
H 3.280 0.792 0.905 -0.1 0.0 0.1 0.341
H -3.594 -0.122 0.130 0.0 0.0 0.0 0.369
C 1.643 -0.127 0.004 -0.8 -0.6 0.0 0.661
C 3.022 0.263 -0.019 0.7 0.1 0.0 -0.975
H -1.719 -1.519 0.875 0.2 0.1 0.0 0.326
H -2.577 0.796 -0.973 0.0 0.0 0.0 0.351
C -1.579 -0.853 0.006 -0.8 -0.3 0.0 -0.025
N 0.983 -1.244 -0.001 0.5 -0.7 0.0 -0.608

# 9
16
Properties=species:S:1:pos:R:3:forces:R:3:mulliken_charge:R:1 method="wB97M-V/def2-TZVPD" homo_ev=-14.37 charge=+1 mol_weight_g_mol=97.141 gap_ev=10.3 relative_energy_ev=2.6259 multiplicity=1
C 1.018 1.734 -0.072 0.2 0.7 0.0 -0.800
N 0.699 0.340 -0.051 -0.4 0.1 0.2 0.097
H 1.665 1.953 -0.924 -0.1 0.0 0.0 0.315
H 0.131 -2.296 -0.910 -0.1 0.1 0.0 0.303
H -3.036 0.274 1.205 0.1 0.0 0.1 0.267
C -0.421 -0.348 -0.060 0.6 -0.3 -0.1 0.330
H -3.587 0.395 -0.571 -0.1 0.0 -0.1 0.278
H 1.546 2.013 0.842 -0.1 0.0 0.0 0.316
H 2.208 -0.925 -0.888 -0.1 0.0 0.0 0.305
H 2.171 -0.895 0.896 -0.1 0.0 0.0 0.313
C -2.792 0.221 0.145 -0.4 0.1 0.3 -0.157
H 0.107 2.323 -0.155 0.0 0.0 0.0 0.320
H 0.087 -2.266 0.867 0.0 0.0 0.0 0.293
C 0.281 -1.679 -0.027 -0.1 -0.4 0.1 -0.381
N -1.646 -0.013 -0.286 -0.1 0.2 -0.5 -0.213
C 1.569 -0.830 -0.010 0.5 -0.3 0.1 -0.586

# 10
17
Properties=species:S:1:pos:R:3:forces:R:3:mulliken_charge:R:1 method="wB97M-V/def2-TZVPD" homo_ev=-15.21 charge=+1 mol_weight_g_mol=113.140 gap_ev=10.8 relative_energy_ev=2.7606 multiplicity=1 smiles="C[C@@H]1C/[N+]1=C/NC=O"
H -3.075 1.306 0.444 -0.3 1.6 0.5 0.227
N 0.025 0.639 -0.302 -2.6 2.5 1.7 -0.011
H 1.439 1.749 -1.472 0.3 -2.0 2.0 0.295
C 1.372 1.010 -0.540 1.9 2.8 -0.7 -0.527
C 1.289 -1.343 0.419 -0.8 0.9 2.1 -1.406
C -1.054 1.250 0.026 0.2 1.6 -0.1 0.100
C 0.864 -0.400 -0.619 1.4 -0.4 0.6 0.312
N -2.281 0.789 0.172 -0.7 -2.2 -0.5 -0.078
H 1.311 -0.855 1.431 0.3 -0.4 -0.9 0.361
H 2.221 -1.708 0.120 1.7 -0.6 -0.1 0.370
H -3.448 -0.886 0.430 -2.6 -0.6 0.8 0.461
H 0.659 -0.867 -1.506 -0.3 -0.7 -2.5 0.341
C -2.622 -0.541 -0.077 2.7 -0.2 -0.2 -0.066
O -1.857 -1.265 -0.630 0.3 -0.6 -0.7 -0.402
H 2.025 1.303 0.386 -1.4 -0.6 -1.9 0.265
H -1.073 2.331 0.200 0.9 -0.2 -0.1 0.396
H 0.629 -2.170 0.492 -0.8 -0.8 0.0 0.362

# 11
17
Properties=species:S:1:pos:R:3:forces:R:3:mulliken_charge:R:1 method="wB97M-V/def2-TZVPD" homo_ev="-12.45 / -12.62" charge=+1 mol_weight_g_mol=113.140 gap_ev="5.8 / 6.1" relative_energy_ev=8.1925 multiplicity=1
H 2.406 1.911 -0.182 1.8 -0.5 0.4 0.256
C -2.279 -1.525 -0.881 0.9 -0.6 0.5 0.283
C -0.403 -1.348 0.864 2.9 -1.8 -0.3 0.090
H 1.781 3.774 -1.771 0.3 -1.9 0.3 0.359
C 0.648 -2.402 1.182 -0.5 1.5 -2.8 -1.083
H -1.085 2.455 -0.471 0.4 -0.7 -0.3 0.245
N 1.525 2.076 -0.558 -0.1 -0.5 -1.8 0.069
N -0.726 1.487 -0.497 0.6 0.5 0.2 -0.311
O 1.361 3.356 -0.986 -1.8 2.7 0.8 -0.482
C -1.312 -1.558 -0.131 -1.8 0.8 -0.6 -0.617
C 0.589 1.196 -0.391 -1.7 -0.7 1.2 -0.051
H 0.168 -2.901 1.954 -1.2 -1.5 1.8 0.395
H 0.578 -3.064 0.249 1.4 0.6 1.6 0.363
H -1.310 0.789 -0.042 0.0 0.7 -0.6 0.181
H -3.081 -1.657 -1.585 0.2 0.1 0.1 0.422
H -0.444 -0.573 1.554 -0.6 1.6 0.9 0.557
H 1.583 -2.016 1.691 -0.9 -0.4 -1.4 0.325

# 12
17
Properties=species:S:1:pos:R:3:forces:R:3:mulliken_charge:R:1 method="wB97M-V/def2-TZVPD" homo_ev="-10.30 / -14.61" charge=+1 mol_weight_g_mol=113.140 gap_ev="6.6 / 7.8" relative_energy_ev=1.7306 multiplicity=3
H -2.329 1.379 0.758 -0.3 0.0 0.3 0.346
O -2.033 -0.876 -0.956 1.9 0.6 -1.0 -0.419
N -0.299 0.439 -1.077 0.7 -1.6 -1.9 -0.180
H -0.275 -0.172 -2.007 0.4 1.8 2.1 0.318
H -2.831 -1.047 -0.530 -2.4 -0.7 1.3 0.350
C 0.797 1.334 -0.639 -6.1 0.6 -0.9 -0.506
C 2.308 -0.352 0.016 5.7 6.7 -3.3 0.227
H -2.094 -0.305 1.469 0.4 1.4 0.0 0.452
H -0.715 1.018 1.482 -1.4 -0.9 -1.1 0.356
N 1.898 0.890 -0.271 4.2 -5.0 0.8 -0.188
C -1.317 0.039 -0.350 2.1 0.2 -2.9 0.667
H 3.398 -0.359 -0.384 -1.7 -1.1 1.0 0.334
H 0.625 -1.232 1.115 2.4 0.1 -1.0 0.140
C 1.703 -1.315 0.641 -5.2 -4.7 3.8 -0.640
H 2.084 -2.339 0.673 0.1 0.5 -0.2 0.313
H 0.702 2.332 -0.858 -0.8 2.1 -0.3 0.514
C -1.621 0.567 0.919 0.0 0.0 3.3 -1.085

# 13
18
Properties=species:S:1:pos:R:3:forces:R:3:mulliken_charge:R:1 method="wB97M-V/def2-TZVPD" homo_ev=-11.72 charge=+1 mol_weight_g_mol=129.139 gap_ev=6.3 relative_energy_ev=2.5528 multiplicity=1
H 0.606 0.680 1.164 0.0 0.0 0.2 0.448
H -2.110 1.083 -1.711 0.0 -0.2 0.0 0.386
H -0.451 1.328 -1.177 0.1 -0.1 0.1 0.380
C 2.545 0.155 0.439 -1.2 0.0 0.1 -0.249
N -2.724 -0.127 0.739 0.9 0.0 -0.4 -0.234
C 1.202 0.017 0.560 1.0 1.2 0.4 -0.239
H -2.867 -0.985 1.264 0.0 -0.1 -0.1 0.282
H 3.012 0.974 0.968 -0.1 0.0 0.0 0.329
O 0.566 -1.057 -0.041 -0.2 -0.6 -0.4 -0.323
C -1.472 1.210 -0.830 0.0 0.5 -0.1 -1.179
H 2.971 -1.418 -0.784 0.1 0.0 0.0 0.198
H 4.346 -0.520 -0.258 -0.1 0.0 0.0 0.213
C -1.641 0.038 0.044 -0.8 -0.3 0.0 0.616
N 3.349 -0.628 -0.287 0.3 -0.4 -0.3 -0.368
O -1.301 -2.223 -0.340 0.2 0.6 0.1 -0.487
H -1.806 2.126 -0.340 0.0 0.0 0.0 0.411
C -0.733 -1.186 -0.102 -0.2 -0.7 0.2 0.534
H -3.491 0.534 0.691 0.1 0.1 0.1 0.283

# 14
18
Properties=species:S:1:pos:R:3:forces:R:3:mulliken_charge:R:1 method="wB97M-V/def2-TZVPD" homo_ev=-14.38 charge=+1 mol_weight_g_mol=129.139 gap_ev=10.0 relative_energy_ev=3.3332 multiplicity=1 smiles="Cc1on(C)c(=O)[n+]1C"
N 0.420 -0.739 0.029 1.3 -1.1 0.1 0.064
C 1.185 -2.010 0.080 -2.1 -0.2 1.5 -0.948
H -3.009 1.456 -0.838 -0.7 -0.2 -1.4 0.344
C 2.221 1.061 -0.203 -2.2 2.3 -0.7 -1.056
C 0.831 0.504 -0.058 -2.7 -0.1 -0.1 0.737
H 1.574 -2.135 1.117 0.0 -0.1 -1.0 0.331
H 2.134 2.178 0.058 0.3 -1.7 -0.4 0.341
H 1.866 -1.990 -0.704 1.7 -0.1 -1.0 0.422
N -1.440 0.459 -0.029 2.4 -2.3 0.8 0.175
H -2.564 2.197 0.547 0.6 -1.0 0.5 0.333
H 2.831 0.555 0.492 1.0 -0.5 0.6 0.389
O -0.296 1.253 -0.030 1.9 0.9 -0.3 -0.206
H -3.452 0.633 0.639 0.3 -0.3 0.2 0.356
C -2.668 1.175 0.120 -0.7 1.5 0.3 -0.846
O -1.594 -1.913 0.113 0.1 0.4 0.2 -0.518
H 2.546 0.987 -1.270 -0.1 -0.2 0.9 0.319
H 0.398 -2.779 -0.152 1.0 0.5 0.4 0.344
C -0.981 -0.893 0.090 -2.1 2.2 -0.5 0.418

# 15
22
Properties=species:S:1:pos:R:3:forces:R:3:mulliken_charge:R:1 method="wB97M-V/def2-TZVPD" homo_ev="-10.41 / -10.34" charge=0 mol_weight_g_mol=208.110 gap_ev="8.6 / 7.8" relative_energy_ev=5.6947 multiplicity=1
C 1.163 -0.755 1.388 -2.8 -1.7 -1.9 -0.714
O 0.046 1.529 0.625 0.6 0.7 0.2 -0.379
P -0.011 0.038 0.115 -0.6 -0.4 1.5 1.174
O -1.394 -0.497 -0.055 1.5 0.0 0.4 -0.693
H 1.437 -1.826 1.063 0.1 2.0 0.8 0.338
N -0.912 -0.690 4.908 -0.3 0.3 -0.1 -0.414
H -1.405 -1.846 1.860 0.3 -0.1 0.2 0.582
C -0.977 2.368 0.016 0.8 0.6 1.7 -0.696
H -1.020 2.124 -0.983 -0.5 -0.6 -2.3 0.347
H 0.797 -1.894 -1.988 -0.2 0.8 0.9 0.288
H 1.753 -0.038 1.955 0.0 -0.6 0.2 0.373
O 0.925 -3.290 3.495 -0.1 -0.5 -0.2 -0.543
O 0.765 0.170 -1.248 0.9 -0.7 -0.4 -0.270
H -1.833 2.066 0.565 -1.3 0.4 0.0 0.285
N 0.137 -3.100 2.589 0.4 -0.4 -0.3 0.912
H -0.454 -0.810 -2.570 0.0 0.2 -0.4 0.317
H 1.372 -0.724 -3.111 -1.9 0.6 1.7 0.239
C 0.577 -0.830 -2.242 1.8 -1.3 -2.3 -0.680
O 0.033 -3.762 1.544 0.1 0.5 1.2 -0.534
C -0.890 -1.169 3.862 1.2 -1.4 -0.4 0.371
C -0.658 -1.925 2.652 -0.3 2.5 -1.1 -0.537
H -0.770 3.454 0.043 0.3 -0.8 0.7 0.235

# 16
17
Properties=species:S:1:pos:R:3:forces:R:3:mulliken_charge:R:1 method="wB97M-V/def2-TZVPD" homo_ev="-6.95 / -6.61" charge=0 mol_weight_g_mol=128.115 gap_ev="7.8 / 7.1" relative_energy_ev=5.5771 multiplicity=1
H 0.540 -1.325 -1.538 -1.0 -1.0 -0.6 0.447
C -0.668 0.204 1.177 1.5 0.6 0.3 -0.608
H 0.937 -1.991 1.521 -0.7 0.8 -1.0 0.196
H -1.281 0.678 -1.180 0.8 1.4 -0.1 0.264
C -0.586 1.562 -1.087 -2.4 -1.8 0.9 -0.471
H -1.025 2.566 -1.034 0.6 -0.4 -0.3 0.337
H -1.805 -1.226 0.089 0.8 -0.5 0.4 0.361
N 0.705 1.265 -1.160 -0.1 -1.3 -0.1 -0.089
C 0.253 -2.003 0.618 3.6 -1.6 2.0 -0.879
C 0.397 -1.044 -0.519 1.1 0.7 -0.4 -0.293
H 0.207 -3.061 0.480 -0.8 -0.4 -1.0 0.304
H 0.968 1.907 1.076 -0.1 2.2 0.0 -0.021
H 1.376 1.977 -1.341 0.6 0.2 0.2 0.244
C -0.777 -1.040 0.466 -3.7 0.9 -1.6 0.060
N 1.223 0.142 -0.407 1.4 1.0 1.0 -0.370
P 1.013 0.619 1.412 0.4 -2.1 -0.4 -0.103
H -1.478 0.769 1.428 -2.0 1.3 0.8 0.622